[1]
Here is 2 unconnected molecules or ions with the total composition C6H3N3O2 from OMol25. Energies are from the ωB97M-V functional and the def2-TZVPD basis.

The geometry in ORCA input format:
```
! wB97M-V def2-TZVPD RIJCOSX def2/J DEFGRID3
* xyz 0 1
C -0.161 0.099 0.453
C 0.562 0.898 -0.444
C 0.351 -1.209 0.746
C 1.640 0.442 -1.083
C 2.129 -0.839 -0.712
C 3.672 -2.550 -1.390
N 1.437 -1.558 0.170
N 3.399 -1.367 -1.157
N 4.851 -0.138 -0.092
O 4.245 0.714 0.415
O 4.100 -3.583 -1.659
H -0.937 0.500 1.010
H 0.158 1.781 -0.737
H -0.225 -1.838 1.451
*
```

Output
- relative energy (zero: lowest compared OMol25 entry of this formula, charge and spin) (kcal per mole) = 109.8
- Kohn-Sham gap (spin up / spin down) (eV) = 10.1 / 6.8

[2]
Here is a molecular structure, C22H30NO7PPb from OMol25. Energies are from the ωB97M-V functional and the def2-TZVPD basis.

The geometry in ORCA input format:
```
! wB97M-V def2-TZVPD RIJCOSX def2/J DEFGRID3
* xyz 2 1
C 5.277 -1.474 0.021
C 5.142 -0.240 -0.886
O 4.559 0.845 -0.162
P 2.948 0.701 -0.008
O 2.478 -0.572 -0.563
C 2.177 2.135 -0.801
C 1.029 1.662 -1.710
C -0.219 1.264 -0.956
C -0.895 0.116 -1.353
C -2.089 -0.284 -0.736
C -2.862 -1.486 -1.206
C -2.310 -2.845 -0.738
C -0.997 -3.256 -1.431
C -1.060 -4.712 -1.954
C 0.181 -3.142 -0.465
C -2.563 0.533 0.325
C -1.886 1.684 0.725
C -0.712 2.059 0.095
C -2.463 2.521 1.819
O -1.771 3.110 2.596
C -3.938 2.541 1.852
C -4.595 1.445 1.477
C -6.080 1.306 1.415
O -6.474 1.168 0.025
N -6.004 2.305 -0.685
O -5.728 2.028 -1.779
C -3.820 0.237 1.076
O -4.169 -0.867 1.378
O 2.592 0.750 1.543
C 3.486 1.427 2.466
C 3.611 2.915 2.218
H 6.353 -1.545 0.379
H 4.989 -2.386 -0.492
H 4.658 -1.346 0.905
H 6.122 0.122 -1.204
H 4.574 -0.497 -1.772
H 1.768 2.808 -0.062
H 2.922 2.631 -1.420
H 0.731 2.461 -2.393
H 1.332 0.825 -2.328
H -0.506 -0.464 -2.172
H -2.889 -1.420 -2.294
H -3.892 -1.414 -0.886
H -3.061 -3.606 -0.933
H -2.167 -2.771 0.338
H -0.845 -2.646 -2.320
H -0.868 -5.391 -1.129
H -2.048 -4.885 -2.368
H -0.314 -4.825 -2.734
H 1.122 -3.324 -0.984
H 0.075 -3.938 0.270
H 0.223 -2.184 0.040
H -0.206 2.954 0.423
H -4.454 3.434 2.169
H -6.411 0.398 1.901
H -6.603 2.167 1.823
H 4.458 0.933 2.416
H 3.093 1.268 3.462
H 4.338 3.156 1.446
H 3.929 3.406 3.134
H 2.650 3.342 1.952
Pb 8.082 -1.136 1.234
*
```

Output
- relative energy (zero: lowest compared OMol25 entry of this formula, charge and spin) (kcal per mole) = 0.0
- Kohn-Sham gap (eV) = 1.4

[3]
Here is a single C6H11N molecule from OMol25. Energies are from the ωB97M-V functional and the def2-TZVPD basis.

The geometry in ORCA input format:
```
! wB97M-V def2-TZVPD RIJCOSX def2/J DEFGRID3
* xyz 0 1
C 1.037 -1.003 2.374
N 0.492 -0.189 1.336
C 0.136 -0.774 0.193
C 0.386 -2.166 -0.191
C -0.859 2.180 -2.078
C -0.384 1.409 -1.006
C -0.705 0.090 -0.844
H 0.817 -2.010 2.124
H 2.083 -0.822 2.502
H 0.523 -0.759 3.263
H -0.147 0.634 1.571
H -0.577 -2.539 -0.555
H 1.055 -2.885 0.171
H -1.245 3.072 -1.635
H -1.607 1.757 -2.771
H 0.060 2.441 -2.574
H 0.307 1.912 -0.322
H -1.371 -0.349 -1.557
*
```

Output
- relative energy (zero: lowest compared OMol25 entry of this formula, charge and spin) (kcal per mole) = 70.2
- Kohn-Sham gap (eV) = 8.1

[4]
Here is a molecular structure, C36H36F6N5O9S2TeTl from OMol25. Energies are from the ωB97M-V functional and the def2-TZVPD basis.

The geometry in ORCA input format:
```
! wB97M-V def2-TZVPD RIJCOSX def2/J DEFGRID3
* xyz -2 1
Tl 2.200 -0.153 -1.057
F 4.505 0.991 4.852
C 3.471 1.334 4.073
F 2.402 1.504 4.859
F 3.750 2.491 3.480
S 3.116 0.018 2.808
O 2.281 0.686 1.850
O 2.565 -1.059 3.577
N 4.535 -0.408 2.260
S 5.377 0.541 1.296
O 6.343 1.336 1.998
O 4.664 1.147 0.208
C 6.372 -0.805 0.506
F 7.080 -1.494 1.410
F 5.582 -1.660 -0.148
F 7.231 -0.274 -0.368
Te 1.042 3.960 -0.347
C 0.631 6.060 -0.404
C -0.420 6.708 0.244
C -0.615 8.077 0.114
C 0.239 8.839 -0.670
C 1.294 8.210 -1.319
C 1.482 6.845 -1.188
H -1.106 6.147 0.864
H -1.443 8.548 0.631
H 0.081 9.906 -0.778
H 1.969 8.793 -1.936
H 2.305 6.365 -1.710
O 1.598 -2.942 -5.125
C 1.673 -1.722 -5.040
C 1.679 -0.822 -6.299
C 1.624 0.582 -5.721
C 1.808 0.335 -4.215
O 1.938 1.258 -3.411
N 1.770 -0.981 -3.910
H 0.831 -1.090 -6.929
H 2.594 -1.021 -6.859
H 0.653 1.061 -5.859
H 2.392 1.267 -6.079
C -4.173 3.898 2.687
O -2.790 3.642 2.729
C -2.391 2.411 3.201
C -3.130 1.712 4.144
C -2.667 0.524 4.692
C -1.442 0.027 4.274
C -0.710 0.707 3.320
C -1.154 1.910 2.750
N -0.314 2.542 1.856
C -0.761 3.370 0.730
C -1.638 2.629 -0.225
C -2.878 3.103 -0.617
C -3.695 2.383 -1.485
C -3.241 1.153 -1.951
C -1.997 0.668 -1.587
C -1.133 1.396 -0.735
O 0.031 0.961 -0.389
H -4.286 4.879 2.227
H -4.624 3.932 3.683
H -4.692 3.153 2.077
H -4.083 2.103 4.476
H -3.258 0.001 5.433
H -1.057 -0.899 4.683
H 0.235 0.303 2.974
H 0.442 1.933 1.567
H -1.234 4.270 1.098
H -3.208 4.070 -0.247
H -4.656 2.780 -1.792
H -3.871 0.565 -2.612
H -1.648 -0.290 -1.957
C -3.537 -7.485 -0.559
C -3.295 -6.140 -1.241
N -1.986 -5.570 -0.951
C -0.923 -5.706 -1.939
C -0.245 -7.073 -1.923
C -1.831 -4.957 0.257
O -2.740 -4.902 1.072
C -0.487 -4.355 0.541
C 0.449 -5.039 1.304
C 1.667 -4.441 1.575
C 1.916 -3.180 1.052
N 1.024 -2.523 0.319
C -0.155 -3.084 0.087
H -4.552 -7.832 -0.766
H -3.425 -7.368 0.518
H -2.835 -8.242 -0.911
H -4.047 -5.432 -0.893
H -3.384 -6.236 -2.324
H -0.179 -4.936 -1.760
H -1.348 -5.519 -2.927
H 0.146 -7.290 -0.927
H 0.586 -7.080 -2.630
H -0.938 -7.869 -2.201
H 0.219 -6.028 1.686
H 2.419 -4.945 2.168
H 2.862 -2.680 1.224
H -0.851 -2.501 -0.510
*
```

Output
- relative energy (zero: lowest compared OMol25 entry of this formula, charge and spin) (kcal per mole) = 0.0
- Kohn-Sham gap (eV) = 6.1